No. 1
The following is a DFT calculation (wB97M-V/def2-TZVPD) of a 2-piece molecular cluster, C4H8NOP overall.

CARTESIAN COORDINATES (ANGSTROEM)
1 C -0.75712 0.19906 1.61214
2 C -0.02218 -1.55410 0.16336
3 C -0.94225 -2.05816 1.34318
4 C 0.81142 2.16135 -1.90535
5 N -0.16256 -0.11789 0.50310
6 O -1.25704 -0.89520 2.10543
7 P 1.82199 3.13092 -1.00080
8 H 1.01625 -1.85767 0.13641
9 H -0.37723 -1.82363 -0.72919
10 H -1.68220 -2.60438 0.82103
11 H -0.50318 -2.80138 1.99301
12 H 0.12404 0.58713 -0.17844
13 H 1.22459 1.20344 -2.40098
14 H -0.18200 2.42971 -2.00458
15 H 0.88747 4.00079 -0.45833

Atoms 1-3, force components in eV/Å:
-0.473 1.637 0.063
0.604 1.288 4.679
2.462 -0.868 -1.315

Results
HOMO ... -8.6220 eV
E_LUMO ... -0.2 eV
Relative energy (zero: lowest compared OMol25 entry of this formula, charge and spin) ... 4.259 eV
Total energy ... -17100.0634 eV

Atomic partial charges in e from the Löwdin method, atoms 1 to 5: -0.176 -0.100 -0.135 -0.495 -0.008

No. 2
The following is a DFT calculation (wB97M-V/def2-TZVPD) of C13H12N7O4PtS as an isolated structure.

CARTESIAN COORDINATES (ANGSTROEM)
1 Pt -0.32805 -0.35113 -0.03928
2 C -2.32510 1.25134 5.58889
3 C -0.99703 1.28023 6.01769
4 C 0.02636 1.06825 5.12817
5 C -0.26539 0.82338 3.76536
6 C -1.61898 0.79700 3.32951
7 C -2.61646 1.01045 4.24632
8 N 0.73747 0.57238 2.92189
9 N 0.88433 0.50772 1.66304
10 C 1.99758 0.06899 0.99646
11 C 3.29572 -0.13298 1.45750
12 C 4.22448 -0.53827 0.51936
13 C 3.88602 -0.77047 -0.83252
14 C 2.58827 -0.61583 -1.27987
15 C 1.63336 -0.23337 -0.35245
16 H -3.12710 1.41710 6.29413
17 H -0.77202 1.46563 7.05876
18 H 1.06025 1.09187 5.44579
19 H -1.82770 0.60931 2.28494
20 H -3.64483 0.97947 3.91103
21 H 3.55338 0.03344 2.49460
22 H 5.24979 -0.67794 0.83663
23 H 4.64940 -1.10282 -1.52240
24 H 2.33099 -0.82495 -2.30938
25 O -3.55436 -2.30058 -0.55612
26 S -2.36023 -1.60903 -0.27270
27 O -2.49190 -0.16538 0.17543
28 O -1.40101 -1.40856 -1.46997
29 O -1.43818 -2.17842 0.76027
30 N -0.92530 4.96556 -1.37406
31 N -1.07188 3.62054 -1.46418
32 N -1.92656 3.07311 -2.29721
33 C -1.68760 1.78613 -2.11913
34 N -0.70344 1.60891 -1.23133
35 N -0.32292 2.79357 -0.80250
36 H -1.76793 5.44993 -1.63940
37 H -0.50908 5.24586 -0.50159
38 H -2.20163 0.98927 -2.62718

Atoms 1-3, force components in eV/Å:
0.952 1.825 -0.371
0.109 -0.021 -0.105
-0.107 0.003 0.043

Results
HOMO (spin up / spin down) ... -11.3093 / -12.5469 eV
Net charge ... +1
Spin multiplicity ... 5
E_LUMO (spin up / spin down) ... -4.3 / -7.3 eV
Total energy ... -46362.3325 eV

Atomic partial charges in e from the Löwdin method, atoms 1 to 5: 1.403 -0.028 -0.052 0.005 -0.221

No. 3
The following is a DFT calculation (wB97M-V/def2-TZVPD) of C43H43MnN7OS3Si2 as an isolated structure.

CARTESIAN COORDINATES (ANGSTROEM)
1 Mn 0.64789 -0.10787 -0.11380
2 C -1.50016 2.24354 -4.92162
3 C -2.67707 2.70661 -4.34754
4 C -2.75478 2.80055 -2.97454
5 C -1.64691 2.43513 -2.19047
6 N -0.53397 1.96767 -2.74252
7 C -0.47068 1.88323 -4.07127
8 N -1.76647 2.71471 -0.82989
9 C -1.08604 2.45725 0.21951
10 N 0.01282 1.62907 0.56773
11 C 0.40234 1.97283 1.84174
12 N 1.36091 1.54948 2.59700
13 C 2.19392 0.50001 2.32288
14 C 3.16549 0.18286 3.28552
15 C 4.04472 -0.84592 3.06674
16 C 3.97200 -1.55301 1.86547
17 C 3.00111 -1.19646 0.97050
18 N 2.11127 -0.21246 1.19395
19 C -0.51050 2.98816 2.39280
20 C -0.56456 3.58288 3.63889
21 C -1.63547 4.43012 3.89468
22 C -2.60718 4.66951 2.92172
23 C -2.52578 4.07958 1.66648
24 C -1.46174 3.23194 1.42955
25 H -1.37937 2.16784 -5.99395
26 H -3.51856 2.99283 -4.96659
27 H -3.63862 3.17354 -2.47371
28 H 0.46696 1.50709 -4.48035
29 H 3.17510 0.77322 4.19085
30 H 4.79242 -1.10211 3.80661
31 H 4.65399 -2.35918 1.63783
32 H 2.92203 -1.70926 0.02058
33 H 0.20142 3.38957 4.38077
34 H -1.72402 4.90643 4.86358
35 H -3.43924 5.32385 3.15512
36 H -3.26673 4.25856 0.89603
37 C 4.19881 1.85670 0.20388
38 Si 3.06795 1.96149 -1.29091
39 C 4.21376 2.18279 -2.76753
40 C 2.14633 3.58449 -1.16093
41 N 1.99686 0.55274 -1.36493
42 C 1.97026 -0.34403 -2.37956
43 C 3.05880 -0.66377 -3.22725
44 C 2.92160 -1.57397 -4.24399
45 C 1.69852 -2.24656 -4.45096
46 C 0.63625 -2.01205 -3.62466
47 C 0.71840 -1.05875 -2.57159
48 N -0.28015 -0.75151 -1.72526
49 Si -1.95037 -1.25232 -2.06123
50 C -2.44463 -0.86962 -3.82809
51 C -3.08384 -0.28591 -0.93968
52 C -2.22468 -3.08337 -1.77483
53 H 4.99849 2.59816 0.09693
54 H 4.66592 0.87351 0.31696
55 H 3.66098 2.09018 1.12686
56 H 4.60274 3.20431 -2.70104
57 H 3.70915 2.08178 -3.73360
58 H 5.07107 1.50458 -2.75248
59 H 2.83060 4.35452 -0.78241
60 H 1.29542 3.51638 -0.48331
61 H 1.77162 3.90742 -2.13416
62 H 4.01832 -0.20418 -3.04360
63 H 3.77215 -1.79234 -4.87723
64 H 1.60812 -2.97417 -5.24802
65 H -0.27846 -2.57538 -3.75295
66 H -2.25453 0.18034 -4.06429
67 H -3.52254 -1.04093 -3.92365
68 H -1.93585 -1.47534 -4.58179
69 H -3.54622 0.56591 -1.44877
70 H -2.53386 0.09498 -0.08079
71 H -3.88332 -0.93398 -0.56470
72 H -1.59600 -3.72698 -2.39936
73 H -3.27336 -3.32074 -1.99012
74 H -2.03628 -3.35159 -0.73402
75 O -0.39274 -1.18798 0.96233
76 C -0.88791 -2.09142 1.90768
77 C -0.63088 -3.49520 1.34558
78 C -1.06989 -4.73020 1.72243
79 C -0.49856 -5.78673 0.95107
80 C 0.37226 -5.33247 0.01398
81 S 0.49794 -3.62546 0.05270
82 C -2.38922 -1.81848 2.15377
83 C -2.91626 -0.64972 2.61863
84 C -4.33403 -0.66029 2.71354
85 C -4.86993 -1.84478 2.31730
86 S -3.65518 -2.93811 1.81420
87 C -0.18894 -2.00093 3.28715
88 C -0.08831 -0.92268 4.10951
89 C 0.53995 -1.20998 5.35299
90 C 0.90144 -2.51541 5.46102
91 S 0.47480 -3.39750 4.05832
92 H -1.77811 -4.89751 2.52232
93 H -0.72635 -6.83380 1.10576
94 H 0.93865 -5.89859 -0.71258
95 H -2.31515 0.21327 2.87644
96 H -4.91636 0.18726 3.05387
97 H -5.90882 -2.14280 2.28644
98 H -0.44355 0.05847 3.85089
99 H 0.70454 -0.46701 6.12463
100 H 1.37607 -3.01652 6.29288

Atoms 1-3, force components in eV/Å:
-0.794 0.431 0.509
0.116 0.161 -0.020
-0.056 0.034 0.032

Results
HOMO (spin up / spin down) ... -7.1608 / -8.0078 eV
Spin multiplicity ... 4
E_LUMO (spin up / spin down) ... -0.5 / -1.4 eV
Total energy ... -137351.5637 eV

Atomic partial charges in e from the Löwdin method, atoms 1 to 5: 0.793 -0.091 -0.079 -0.020 -0.337

No. 4
The following is a DFT calculation (wB97M-V/def2-TZVPD) of an isolated ion of composition C2H3N2O2S and charge -1.

CARTESIAN COORDINATES (ANGSTROEM)
1 C 0.06534 2.09380 -0.35304
2 C -0.20711 0.76584 -0.53031
3 N 0.02870 3.22672 -0.06384
4 N 0.49757 -0.06803 0.46825
5 O -1.99281 -1.13781 -0.66273
6 O -2.25080 0.43466 1.22178
7 S -2.21180 0.31293 -0.28773
8 H -0.07169 0.40954 -1.64469
9 H 0.12482 -1.02162 0.33807
10 H 0.10055 0.10121 1.38158

Atoms 1-3, force components in eV/Å:
-0.518 4.558 1.123
-0.439 -3.894 -1.734
0.533 -1.464 -0.660

Results
HOMO ... -3.9360 eV
Net charge ... -1
E_LUMO ... 3.9 eV
Relative energy (zero: lowest compared OMol25 entry of this formula, charge and spin) ... 0.000 eV
Total energy ... -20033.6535 eV

Atomic partial charges in e from the Löwdin method, atoms 1 to 5: -0.338 -0.501 0.114 -0.011 -0.609

> Among the records above, which one has the lowest total energy?

C43H43MnN7OS3Si2

> Among the records above, which one has the lowest total energy?

C43H43MnN7OS3Si2

> Number 1 is which compound?

C4H8NOP

> Which formula does entry 2 have?

C13H12N7O4PtS